Entry 1:
Entry from the OMol25 dataset: C17H24HgNO11S as an isolated structure at a distorted geometry (ωB97M-V/def2-TZVPD).

CARTESIAN COORDINATES (ANGSTROEM)
1 C -0.072 -2.754 3.675
2 H 0.027 -3.673 3.098
3 C -0.497 1.334 0.274
4 H -0.166 -1.671 -1.038
5 H -0.328 0.530 -0.449
6 C 2.037 2.041 -2.404
7 H -2.994 3.493 2.780
8 H -1.586 5.681 4.192
9 C 1.433 0.374 -3.983
10 C 1.029 1.791 -3.515
11 H 3.029 2.360 -2.739
12 H 2.362 -2.334 -1.627
13 O 0.426 1.255 1.319
14 S -2.499 -2.138 3.456
15 H -3.428 5.104 3.040
16 C 2.257 0.663 -1.862
17 O -1.993 5.138 1.572
18 O 2.523 0.295 -0.723
19 H 0.567 -0.229 -4.257
20 C 1.709 -3.936 -2.848
21 O -1.467 -0.923 3.071
22 O 1.915 -0.222 -2.766
23 C 0.617 -4.703 -3.190
24 O -3.520 -1.584 4.285
25 O 1.551 -5.347 -5.198
26 H -1.533 -5.056 -2.929
27 C -0.157 -1.442 2.886
28 H 0.258 3.582 2.972
29 H 0.509 5.245 3.486
30 C -0.862 -3.341 -1.890
31 C 0.224 -2.559 -1.528
32 H -1.643 3.981 4.662
33 H -0.017 -1.630 1.819
34 C -0.667 5.100 1.693
35 C -0.213 4.561 3.045
36 C -0.661 -4.486 -2.643
37 H 0.514 -0.645 3.200
38 Hg 2.660 1.230 1.360
39 H 0.035 1.931 -3.099
40 N 0.808 -5.698 -4.292
41 O -0.044 -6.568 -4.424
42 O -1.328 -2.846 4.370
43 H 1.559 2.742 -1.722
44 H -1.800 -3.170 -1.378
45 H 2.709 -4.007 -3.249
46 H -0.407 2.337 -0.154
47 C -1.528 4.657 3.816
48 H 1.178 2.457 -4.365
49 C 1.497 -2.890 -1.954
50 O -2.804 -2.827 2.229
51 H -1.514 1.195 0.658
52 C -2.565 4.498 2.758
53 H 2.088 0.351 -4.852
54 H 0.652 -2.753 4.488
55 O 0.122 5.503 0.873

Cartesian forces, eV/Å:
-0.5 -0.4 1.0
0.2 0.3 -0.4
1.5 0.4 -0.9
1.2 0.2 0.5
-0.1 0.2 -0.3
0.0 0.3 0.1
0.7 -0.3 -1.5
0.0 -0.1 0.2
-2.2 0.5 0.2
1.2 -0.1 -1.3
-0.2 0.4 -0.1
-0.1 0.2 -0.1
0.8 -0.3 2.1
1.1 1.2 0.0
0.0 0.1 -0.3
-1.6 0.2 -0.1
-0.5 -1.4 0.3
0.9 -0.3 -0.1
0.0 0.0 0.0
-0.3 0.7 0.7
-0.8 -0.2 0.1
1.3 -0.5 0.1
-0.1 -0.5 0.1
0.9 -0.9 -0.6
0.6 -0.5 0.9
0.3 -0.4 -0.1
-0.1 0.1 -0.9
-0.3 -0.2 -0.2
0.2 0.0 -0.3
0.6 -1.1 0.7
-1.1 0.1 -0.4
0.0 -0.1 -0.1
0.2 0.0 0.0
2.2 0.2 0.0
-0.7 0.5 0.5
0.3 0.2 -1.0
0.1 -0.2 0.2
-2.2 0.2 -0.8
-0.2 -0.5 -0.3
-2.4 0.9 -1.6
1.0 0.1 0.8
-1.8 -0.1 -0.7
0.7 0.0 0.5
-0.3 0.1 -0.5
-0.1 -0.6 -0.2
-0.5 -0.1 -0.5
0.9 0.1 0.8
-0.3 0.3 0.2
0.2 0.2 0.2
0.5 0.1 1.4
0.2 0.0 0.5
-1.6 1.3 1.0
0.7 0.0 0.6
0.2 0.1 -0.2
-0.8 -0.2 -0.3

* Kohn-Sham gap: 0.1625 Eh
* net charge: +1
* energy relative to the best compared isomer or geometry (same formula, charge and spin): 0.0 kJ/mol
* LUMO energy: -7.83 eV

Entry 2:
Entry from the OMol25 dataset: an isolated ion of composition C7H9N4 and charge +1 at a distorted geometry (ωB97M-V/def2-TZVPD).

CARTESIAN COORDINATES (ANGSTROEM)
1 C 0.139 -0.929 -2.003
2 H -2.742 1.955 1.721
3 N 0.981 -0.467 -0.958
4 H 2.319 -1.499 0.344
5 H 0.545 1.506 -1.463
6 H -0.007 -2.952 -2.872
7 C -1.152 1.649 0.581
8 H -1.701 0.295 3.324
9 H 0.752 -0.486 1.823
10 C 0.470 -2.292 -2.115
11 C -1.234 0.558 2.420
12 C 0.877 0.902 -0.512
13 N -0.066 0.909 0.630
14 N 1.384 -2.631 -1.160
15 H -0.510 -0.153 -2.434
16 H -1.479 2.235 -0.214
17 C 1.663 -1.520 -0.497
18 N -1.873 1.450 1.677
19 C -0.094 0.165 1.751
20 H 1.729 1.306 -0.042

Cartesian forces, eV/Å:
1.2 -0.5 0.8
-0.4 -0.3 1.0
-1.2 0.9 -1.4
0.5 0.2 0.3
0.3 -0.8 2.5
0.8 0.3 1.0
-0.2 0.0 0.3
0.1 -0.7 1.0
-0.2 -0.5 1.1
-1.6 1.9 -0.6
0.9 -1.7 1.2
-0.8 -1.1 -1.2
-1.8 1.7 -2.1
0.1 0.5 0.1
0.3 -1.0 -0.2
-0.2 0.9 -1.1
0.1 -1.7 -0.3
0.2 1.5 -2.5
0.0 0.1 0.6
1.7 0.3 -0.3

* Kohn-Sham gap: 0.3315 Eh
* net charge: +1
* energy relative to the best compared isomer or geometry (same formula, charge and spin): 138.6 kJ/mol
* LUMO energy: -3.30 eV
* structure (SMILES): c1cn(C[n+]2cc[nH]c2)cn1

Entry 3:
Entry from the OMol25 dataset: C20H37N5NiSb as an isolated structure (ωB97M-V/def2-TZVPD).

CARTESIAN COORDINATES (ANGSTROEM)
1 N -0.864 1.566 4.034
2 H -2.966 2.873 -2.000
3 H 2.873 -2.189 2.490
4 H -0.618 0.200 5.630
5 C 5.563 2.692 -0.832
6 N 0.584 -0.106 3.272
7 H 0.493 -0.479 4.199
8 C -2.168 2.126 -1.918
9 C 3.283 1.875 -1.312
10 H -3.322 0.045 -3.329
11 C 0.797 -1.828 -2.943
12 C 5.240 1.206 -2.666
13 H -3.168 0.969 -0.411
14 H -1.737 1.999 -2.915
15 C 3.892 1.148 -2.407
16 H -2.503 2.448 2.984
17 H -1.344 -3.522 1.713
18 C -0.946 -2.886 0.912
19 H 3.838 3.233 0.298
20 C -0.657 -1.375 -2.858
21 C 1.737 -0.538 2.602
22 C 4.222 2.662 -0.540
23 H 1.043 -2.158 -3.959
24 C -1.617 -2.482 -3.269
25 H 5.624 0.630 -3.506
26 H 3.120 -0.204 1.307
27 C -1.718 2.690 3.714
28 H -1.434 -3.383 -2.677
29 Sb -0.975 -0.445 -0.905
30 C 6.126 1.972 -1.896
31 H 7.185 2.012 -2.117
32 Ni 0.769 1.036 0.007
33 N 2.348 0.224 1.806
34 C -3.190 -2.803 -0.204
35 C -2.710 0.794 -1.393
36 H -1.468 -2.755 -4.321
37 H -4.576 0.944 -2.482
38 H -1.983 -0.183 4.558
39 H -0.780 -0.518 -3.531
40 H -3.640 -3.399 0.600
41 H -2.195 3.042 4.627
42 H 3.248 0.540 -3.036
43 H 1.292 -2.498 2.867
44 H 1.478 -1.023 -2.660
45 C -3.756 0.229 -2.343
46 H -2.394 -1.330 1.124
47 N 2.067 -1.858 3.002
48 H 6.207 3.302 -0.202
49 H -2.664 -2.208 -3.139
50 H -0.685 2.356 1.684
51 H -1.364 2.509 -1.287
52 H -1.120 3.511 3.318
53 C 1.943 1.827 -1.021
54 H -2.868 -3.502 -0.977
55 H -0.534 -3.551 0.145
56 C -0.118 1.045 2.961
57 H -0.118 -2.293 1.303
58 H -2.061 1.178 5.684
59 N -0.102 1.538 1.782
60 C -1.404 0.634 5.007
61 C -2.022 -1.981 0.321
62 H -4.188 -0.708 -1.993
63 H -3.978 -2.183 -0.629
64 H 0.984 -2.670 -2.269

Cartesian forces, eV/Å:
0.1 0.0 0.0
0.0 0.0 0.0
0.0 0.0 0.0
0.0 0.0 0.0
0.1 0.0 0.0
0.0 0.0 0.1
0.0 0.0 0.0
0.0 -0.1 0.0
0.1 -0.1 -0.2
0.0 0.0 0.0
0.0 0.0 0.0
0.0 0.0 0.0
0.0 0.0 0.0
0.0 0.0 0.0
-0.1 0.0 0.0
0.0 0.0 0.0
0.0 0.0 0.0
0.0 -0.1 -0.1
0.0 0.0 0.0
0.0 0.1 0.1
0.2 -0.1 -0.2
-0.1 0.0 0.1
0.0 0.0 0.0
0.0 0.0 0.0
0.0 0.0 0.0
0.0 0.0 -0.1
0.0 0.0 0.0
0.0 0.0 0.0
0.1 0.0 0.2
-0.1 0.0 0.0
0.0 0.0 0.0
-0.6 -0.2 -0.1
0.2 0.1 0.3
0.0 0.0 -0.1
0.1 0.1 0.0
0.0 0.0 0.0
0.0 0.0 0.0
0.0 0.0 0.0
0.0 0.0 0.0
0.0 0.0 0.0
0.0 0.0 0.0
0.0 0.0 0.0
0.0 0.0 0.0
0.0 0.0 0.0
0.0 0.0 -0.1
0.0 0.0 0.0
-0.1 0.1 -0.1
0.0 0.0 0.0
0.0 0.0 0.0
0.0 0.0 0.0
0.0 0.1 0.0
0.0 0.0 0.0
0.2 0.0 0.1
0.0 0.0 0.0
0.0 0.0 0.0
-0.2 0.0 0.0
0.0 0.0 0.0
0.0 0.0 0.0
0.1 0.0 0.0
0.0 -0.1 0.1
0.1 0.1 -0.1
0.0 0.0 0.0
0.0 0.0 0.0
0.0 0.0 0.0

* Kohn-Sham gap (alpha / beta): 0.1166 / 0.1132 Eh
* net charge: -1
* energy relative to the best compared isomer or geometry (same formula, charge and spin): 18.2 kJ/mol
* LUMO energy (alpha / beta): 2.31 / 2.30 eV

Entry 4:
Entry from the OMol25 dataset: C21H29BrFeN9OS3 as an isolated structure at a distorted geometry (ωB97M-V/def2-TZVPD).

CARTESIAN COORDINATES (ANGSTROEM)
1 H -3.506 3.457 -1.357
2 H -2.087 4.488 2.633
3 C -0.465 -3.031 1.676
4 C -0.862 3.123 0.596
5 H -0.584 -3.988 1.139
6 C -2.500 3.081 -1.176
7 H -2.153 2.795 3.169
8 H 4.352 1.669 -3.759
9 O 0.151 -2.102 1.176
10 H 4.231 -1.518 -5.781
11 H 5.342 0.338 -4.357
12 H -0.921 3.875 3.820
13 H -1.791 3.592 -1.827
14 H -2.756 -4.009 3.586
15 H -2.110 -1.604 3.954
16 H 2.116 1.178 -1.840
17 C -3.662 -1.243 -0.755
18 H 1.234 0.709 -5.545
19 H -3.914 -1.926 -1.555
20 C 2.941 -0.773 4.805
21 C 4.521 -1.204 3.100
22 C 1.929 0.849 -4.712
23 H 0.322 2.844 2.178
24 C -2.357 -0.797 -0.596
25 C 3.266 -1.174 -5.416
26 H 2.512 -1.384 -6.172
27 Br -6.449 -1.424 -0.059
28 N 0.281 -1.293 -2.531
29 H -1.604 -5.029 2.691
30 C -4.622 -0.808 0.133
31 N 0.584 -0.909 -3.702
32 S 2.991 0.280 0.918
33 H -0.609 -1.033 3.189
34 S 0.352 2.795 -0.505
35 C -2.968 0.417 1.328
36 C 4.347 0.612 -4.013
37 C 2.532 0.092 2.557
38 C -1.077 -1.865 3.719
39 H -0.528 -2.042 4.646
40 H -1.633 -1.144 -1.323
41 C -1.484 3.626 2.925
42 H 1.988 1.912 -4.465
43 N -2.137 3.357 0.194
44 Fe 0.280 0.031 0.613
45 N 0.849 -0.513 -1.610
46 C -1.697 -4.207 3.399
47 C -4.296 0.031 1.177
48 N -0.544 3.303 1.884
49 N 5.507 -1.738 2.829
50 H -1.234 -4.503 4.344
51 N 2.655 -0.961 5.907
52 C 1.542 0.388 -2.271
53 N -1.052 -3.035 2.875
54 H 3.019 -1.744 -4.524
55 H -2.456 2.007 -1.388
56 C -1.943 0.041 0.451
57 C 3.321 0.320 -5.105
58 C 3.319 -0.594 3.472
59 H -5.057 0.361 1.874
60 S 1.038 0.826 3.035
61 H -2.848 3.112 0.871
62 N 1.383 0.155 -3.586
63 H 3.607 0.861 -6.014
64 H -2.741 1.028 2.195
65 H 4.133 0.042 -3.111

Cartesian forces, eV/Å:
0.0 0.0 0.0
0.0 0.0 0.0
-0.1 -0.1 0.0
0.1 0.7 0.1
0.1 0.1 0.0
-0.1 -0.1 -0.3
0.0 0.0 0.0
0.1 0.1 0.1
0.1 0.1 -0.2
0.1 0.0 0.0
0.1 0.0 0.0
0.0 0.0 0.0
-0.2 0.0 0.0
0.0 0.0 0.0
-0.1 0.0 0.0
0.2 0.2 0.2
-0.1 -0.1 -0.1
0.0 0.1 0.2
-0.1 0.0 -0.1
-0.4 -0.1 1.0
0.8 -0.5 -0.4
0.5 0.2 -0.8
0.0 0.1 -0.2
0.1 0.1 0.0
0.0 0.2 -0.1
-0.1 -0.1 -0.1
0.4 0.2 0.0
-0.4 -0.5 0.1
0.0 0.0 0.0
-0.5 -0.2 -0.1
-0.1 -0.2 -0.9
-0.4 -0.4 -0.4
-0.1 -0.2 0.2
0.5 -0.4 -0.3
0.2 0.1 0.0
-0.1 0.0 -0.2
0.1 0.3 -0.1
0.1 0.4 -0.1
0.1 0.0 0.0
-0.1 -0.1 0.0
-0.2 0.0 0.0
-0.1 -0.1 0.0
0.0 -0.2 0.5
0.1 0.5 0.4
0.3 0.7 0.3
-0.1 -0.3 0.0
-0.1 0.1 0.1
-0.1 -0.3 0.0
0.1 0.0 0.0
0.0 0.0 0.0
0.0 0.0 0.1
-0.2 -0.3 -0.3
0.0 0.0 -0.1
0.0 -0.1 0.1
0.0 0.1 0.0
0.8 -0.4 0.0
-0.1 -0.1 0.2
-0.5 0.5 -0.6
0.0 0.0 0.0
-0.4 -0.1 0.0
0.1 0.1 0.0
-0.1 0.1 1.5
-0.1 0.0 0.1
0.1 0.0 0.1
0.0 -0.1 0.1

* Kohn-Sham gap (alpha / beta): 0.2417 / 0.2461 Eh
* net charge: -1
* multiplicity: 5
* expectation value of S²: 6.0093
* energy relative to the best compared isomer or geometry (same formula, charge and spin): 62.3 kJ/mol
* LUMO energy (alpha / beta): 2.26 / 2.25 eV

Entry 5:
Entry from the OMol25 dataset: C6H12 in the gas phase at a distorted geometry (ωB97M-V/def2-TZVPD).

CARTESIAN COORDINATES (ANGSTROEM)
1 H 0.672 -0.282 1.540
2 H 1.509 -1.314 -1.164
3 C -0.730 -0.030 -0.221
4 C 1.703 -0.809 -0.193
5 H -2.512 -0.972 -0.528
6 H -0.640 2.147 -0.148
7 H -1.571 1.601 1.037
8 C 1.761 0.712 -0.077
9 H 2.303 1.163 0.672
10 H 2.195 -1.378 0.573
11 H -0.523 -0.084 -1.354
12 C 0.589 -0.049 0.460
13 C -1.371 1.346 0.004
14 C -1.625 -1.219 0.074
15 H -2.211 1.541 -0.660
16 H -1.118 -2.139 -0.427
17 H 1.687 1.434 -0.946
18 H -1.750 -1.420 1.128

Cartesian forces, eV/Å:
-0.8 0.7 -0.5
0.3 0.6 0.8
0.2 1.1 -1.2
-0.1 0.2 -0.4
-0.3 -0.7 0.8
0.2 -0.2 -0.8
-0.8 -0.7 0.5
-1.2 -0.1 -1.8
1.7 0.6 1.5
0.8 -0.3 -0.4
-0.1 0.1 1.4
0.5 -1.0 0.1
0.5 0.6 0.0
1.2 -0.9 -2.1
-0.2 0.0 0.3
-1.0 1.3 1.0
-0.3 -1.4 0.8
-0.5 0.1 0.2

* Kohn-Sham gap: 0.4096 Eh
* net charge: 0
* energy relative to the best compared isomer or geometry (same formula, charge and spin): 177.6 kJ/mol
* LUMO energy: 1.23 eV
* structure (SMILES): CC(C)C1CC1

Entry 6:
Entry from the OMol25 dataset: C3H26O10 as an isolated structure at a distorted geometry (ωB97M-V/def2-TZVPD).

CARTESIAN COORDINATES (ANGSTROEM)
1 H 14.794 -2.180 -4.509
2 H 19.647 -3.707 -5.732
3 H 17.269 -8.271 -1.379
4 O 18.871 -3.832 -5.187
5 H 17.766 -6.407 -5.137
6 O 17.320 -6.946 -4.484
7 H 16.362 -1.765 -5.194
8 H 19.405 -8.770 -5.687
9 H 16.926 -4.032 -5.356
10 H 18.272 -7.532 -2.628
11 H 15.101 -6.556 -3.720
12 H 18.305 -2.677 -4.167
13 H 15.877 -8.816 -6.381
14 H 18.561 -6.656 -6.685
15 O 19.896 -8.226 -4.750
16 H 15.483 -4.704 -4.648
17 O 15.211 -6.898 -4.608
18 O 16.748 -9.054 -6.063
19 H 19.884 -6.276 -6.056
20 H 17.994 -7.549 -4.170
21 O 17.895 -2.728 -3.300
22 H 19.524 -7.699 -4.042
23 O 18.938 -6.223 -5.919
24 H 16.699 -8.929 -5.115
25 H 19.675 -6.977 -2.503
26 H 16.999 -8.731 -2.796
27 O 19.009 -7.213 -3.149
28 H 16.159 -6.948 -4.729
29 H 17.921 -8.942 -5.932
30 C 15.837 -1.981 -4.263
31 H 15.980 -1.086 -3.658
32 H 20.538 -8.790 -4.318
33 C 16.503 -4.397 -4.420
34 O 18.765 -9.374 -6.063
35 C 16.602 -3.146 -3.590
36 H 18.785 -4.782 -5.106
37 O 17.437 -8.044 -2.294
38 H 16.029 -3.334 -2.682
39 H 17.065 -5.238 -4.013

Cartesian forces, eV/Å:
0.0 0.0 0.3
0.3 0.1 -0.2
-0.1 0.1 0.6
1.8 0.9 -1.0
0.2 -0.1 0.3
2.4 -1.5 0.1
0.0 0.0 -0.4
0.1 -0.9 -1.3
-0.3 -0.9 -0.3
1.2 1.1 0.3
-0.2 0.1 0.0
0.5 -0.1 0.2
-0.6 0.4 -0.1
-0.1 -0.4 -0.6
7.2 0.3 0.1
0.1 0.2 0.4
-5.9 -0.7 -0.2
-7.2 -0.3 -0.3
0.4 -0.3 0.2
-0.6 0.2 -1.4
-0.3 0.4 1.2
0.5 0.5 0.2
1.4 0.5 -2.3
-0.9 -0.1 0.2
0.6 0.3 0.0
-0.3 -0.2 -0.4
6.9 6.8 3.2
-0.4 -0.3 -0.1
2.7 0.1 -1.1
0.9 -0.1 -0.2
-0.4 0.0 0.1
0.2 -0.4 -0.2
-0.1 1.1 -0.7
1.6 -3.5 -3.1
-2.5 0.6 0.4
-0.1 0.1 0.0
-8.9 -5.2 5.1
0.5 0.1 0.7
-0.4 1.1 0.2

* Kohn-Sham gap: 0.2813 Eh
* net charge: 0
* energy relative to the best compared isomer or geometry (same formula, charge and spin): 1237.7 kJ/mol
* LUMO energy: -0.56 eV

Computed total energy (eV) in order:
-57025.5502, -13357.6420, -76367.3336, -174643.0524, -6415.1005, -23995.9569